Entry 1:
Formula: C4H11NO2
Source: the Open Molecules 2025 dataset
Level of theory: the ωB97M-V functional and the def2-TZVPD basis

Structure (XYZ):
```
18
Properties=species:S:1:pos:R:3:lowdin_charge:R:1
C 1.0448 1.9293 -0.5687 -0.12
C -0.1567 1.5985 0.2693 -0.17
C -0.2328 0.1318 0.5404 -0.58
O 0.7808 -0.4816 0.7465 0.06
N -1.4386 -0.3256 0.9344 -0.02
C -1.4990 -1.7347 1.2634 -0.11
H 1.2128 3.0026 -0.5705 0.07
H 1.9393 1.3464 -0.2716 0.09
H 1.0619 1.6824 -1.6466 0.07
H -1.1412 2.0507 -0.1266 0.14
H -0.0202 2.0384 1.3043 0.14
H -2.2732 0.0949 0.4597 0.15
H -0.7536 -2.3754 0.6618 0.11
H -2.5742 -2.1420 1.0458 0.10
H -1.3272 -1.8346 2.3877 0.10
O 1.1691 -1.0109 -2.5478 -0.14
H 1.2488 -0.0877 -2.0454 0.04
H 2.1593 -1.1060 -2.3541 0.07
```

SMILES: CCC(=O)NC.O
Calculated total energy in a.u.: -364.216017
Max |F| in Eh/bohr: 0.1001
Gap between HOMO and LUMO in eV: 10.65
ΔE to the lowest compared entry with this formula, charge and spin in eV: 1.419

Entry 2:
Formula: C4H11NO2
Source: the Open Molecules 2025 dataset
Level of theory: the ωB97M-V functional and the def2-TZVPD basis

Structure (XYZ):
```
18
Properties=species:S:1:pos:R:3:lowdin_charge:R:1
C 1.8149 1.3805 -0.7928 -0.07
C 0.5852 0.8725 -0.0134 -0.33
C 1.1352 0.0248 1.1505 -0.23
O 0.1702 -0.7452 1.8348 -0.08
N -0.2581 0.1397 -1.0648 -0.03
C -0.9890 -1.0719 -0.8033 -0.24
O -2.3293 -0.6597 -0.2781 -0.11
H 1.5478 1.5406 -1.8386 0.07
H 1.8496 2.4067 -0.4129 0.07
H 2.7193 0.7975 -0.7231 0.07
H -0.1575 1.6238 0.2791 0.14
H 1.7115 0.6776 1.8092 0.13
H 1.7488 -0.7478 0.6745 0.13
H -0.4630 -0.1965 2.3064 0.10
H -0.9757 0.7298 -1.4716 0.11
H -1.1865 -1.5553 -1.7738 0.12
H -0.5878 -1.5738 0.0628 0.09
H -2.9756 -1.2707 -0.6389 0.06
```

SMILES: C[C@H](CO)NCO
Calculated total energy in a.u.: -364.181827
Max |F| in Eh/bohr: 0.0545
Gap between HOMO and LUMO in eV: 9.61
ΔE to the lowest compared entry with this formula, charge and spin in eV: 2.350

Entry 3:
Formula: C4H11NO2
Source: the Open Molecules 2025 dataset
Level of theory: the ωB97M-V functional and the def2-TZVPD basis

Structure (XYZ):
```
18
Properties=species:S:1:pos:R:3:lowdin_charge:R:1
C -1.4871 0.2505 -0.7317 -0.08
C -0.6826 1.5411 -0.6459 -0.17
C 0.7844 1.2338 -0.4144 -0.52
O 1.4725 0.7099 -1.2657 0.06
N 1.2956 1.5680 0.8115 0.01
C 2.5215 0.9685 1.2783 -0.09
H -0.9311 -0.5545 -1.2021 0.08
H -1.7360 -0.0545 0.2759 0.07
H -2.4768 0.4803 -1.1095 0.07
H -1.1183 2.3845 -0.1197 0.11
H -0.6132 1.9823 -1.6061 0.10
H 0.6762 1.9397 1.5087 0.13
H 3.3823 1.6442 1.2208 0.08
H 2.8589 0.2015 0.5761 0.08
H 2.4624 0.4767 2.2447 0.08
O -1.8099 -4.7631 -0.1248 -0.06
H -2.2813 -5.5466 0.1866 0.03
H -2.3175 -4.4624 -0.8825 0.03
```

SMILES: CCC(=O)NC.O
Calculated total energy in a.u.: -364.239504
Max |F| in Eh/bohr: 0.0315
Gap between HOMO and LUMO in eV: 10.47
ΔE to the lowest compared entry with this formula, charge and spin in eV: 0.780

Entry 4:
Formula: C4H11NO2
Source: the Open Molecules 2025 dataset
Level of theory: the ωB97M-V functional and the def2-TZVPD basis

Structure (XYZ):
```
18
Properties=species:S:1:pos:R:3:lowdin_charge:R:1
C 0.5438 -1.6324 -0.8645 -0.02
N 0.3585 -0.3873 -0.6397 0.02
C 1.2716 0.2871 0.1937 -0.43
C 1.2392 0.3185 1.5253 0.04
C 2.2614 1.1854 -0.5240 -0.06
H -0.3636 -2.1867 -1.1005 0.08
H 1.4220 -2.2491 -0.6696 0.09
H 0.5790 -0.1019 2.2719 0.06
H 1.9022 1.0443 1.9831 0.06
H 1.9289 1.3861 -1.5452 0.07
H 2.3600 2.1507 -0.0307 0.07
H 3.2675 0.7749 -0.6338 0.08
O -1.8529 -1.3066 0.7721 -0.07
H -2.0774 -0.3871 0.8874 0.02
H -0.8868 -1.3127 0.7452 -0.02
O -3.7554 1.1154 -0.8616 -0.06
H -4.6530 1.1136 -0.5107 0.04
H -3.5450 0.1879 -0.9985 0.02
```

SMILES: C=NC(=C)C.O.O
Calculated total energy in a.u.: -364.167749
Max |F| in Eh/bohr: 0.0344
Gap between HOMO and LUMO in eV: 9.91
ΔE to the lowest compared entry with this formula, charge and spin in eV: 2.733

Entry 5:
Formula: C4H11NO2
Source: the Open Molecules 2025 dataset
Level of theory: the ωB97M-V functional and the def2-TZVPD basis

Structure (XYZ):
```
18
Properties=species:S:1:pos:R:3:lowdin_charge:R:1
C -0.6619 0.1538 -2.0860 -0.12
C -1.3942 -0.6807 -1.0577 -0.25
C -0.9881 -0.3924 0.3885 -0.20
N 0.4435 -0.1846 0.5980 0.00
C 1.2941 -1.2131 0.9176 -0.36
O 1.0340 -2.3831 0.7707 0.03
H -1.1549 0.1458 -3.0532 0.07
H 0.3655 -0.1942 -2.2162 0.07
H -0.6028 1.2151 -1.8155 0.07
H -1.2440 -1.7470 -1.2625 0.11
H -2.4728 -0.5457 -1.1398 0.10
H -1.2833 -1.2240 1.0264 0.12
H -1.4724 0.5291 0.7185 0.11
H 0.8107 0.5950 0.0733 0.11
H 2.2157 -0.8708 1.4178 0.13
O 0.2023 3.4952 0.6918 -0.06
H 0.7838 3.6776 -0.0522 0.03
H 0.3258 4.2509 1.2779 0.04
```

SMILES: CCCNC=O.O
Calculated total energy in a.u.: -364.238077
Max |F| in Eh/bohr: 0.0144
Gap between HOMO and LUMO in eV: 9.91
ΔE to the lowest compared entry with this formula, charge and spin in eV: 0.819

Entry 6:
Formula: C4H11NO2
Source: the Open Molecules 2025 dataset
Level of theory: the ωB97M-V functional and the def2-TZVPD basis

Structure (XYZ):
```
18
Properties=species:S:1:pos:R:3:lowdin_charge:R:1
C -1.8286 -1.5649 0.9044 -0.02
C -2.4001 -0.2828 0.2656 -0.56
N -2.0973 -0.0609 -1.0057 0.18
O -3.2843 0.3568 0.8802 0.00
H -2.4622 -2.3875 0.7789 0.05
H -1.8555 -1.5591 1.9408 0.05
H -0.8397 -2.0823 0.5493 0.11
H -2.4064 0.6407 -1.5015 0.04
H -1.5322 -0.8050 -1.4829 0.14
C 2.4333 0.8270 0.7163 -0.08
C 1.4568 0.8736 -0.5583 -0.32
O 2.1845 0.3657 -1.6478 -0.10
H 3.2131 1.5430 0.5728 0.04
H 2.9231 -0.2052 0.8394 0.10
H 1.9582 1.2551 1.5793 0.05
H 0.5723 0.2057 -0.3471 0.09
H 1.0485 1.8740 -0.5899 0.10
H 2.9165 1.0060 -1.8938 0.12
```

SMILES: CC(N)=O.CCO
Calculated total energy in a.u.: -364.201789
Max |F| in Eh/bohr: 0.1396
Gap between HOMO and LUMO in eV: 10.48
ΔE to the lowest compared entry with this formula, charge and spin in eV: 1.806

Q: Which formula does entry 6 have?
A: C4H11NO2

Q: Which of these has the highest calculated total energy?
A: number 4

Q: What is the max |F| in the sixth record?
A: 0.1396 Eh/bohr

Copy entry 5 word for word.
Formula: C4H11NO2
Source: the Open Molecules 2025 dataset
Level of theory: the ωB97M-V functional and the def2-TZVPD basis

Structure (XYZ):
```
18
Properties=species:S:1:pos:R:3:lowdin_charge:R:1
C -0.6619 0.1538 -2.0860 -0.12
C -1.3942 -0.6807 -1.0577 -0.25
C -0.9881 -0.3924 0.3885 -0.20
N 0.4435 -0.1846 0.5980 0.00
C 1.2941 -1.2131 0.9176 -0.36
O 1.0340 -2.3831 0.7707 0.03
H -1.1549 0.1458 -3.0532 0.07
H 0.3655 -0.1942 -2.2162 0.07
H -0.6028 1.2151 -1.8155 0.07
H -1.2440 -1.7470 -1.2625 0.11
H -2.4728 -0.5457 -1.1398 0.10
H -1.2833 -1.2240 1.0264 0.12
H -1.4724 0.5291 0.7185 0.11
H 0.8107 0.5950 0.0733 0.11
H 2.2157 -0.8708 1.4178 0.13
O 0.2023 3.4952 0.6918 -0.06
H 0.7838 3.6776 -0.0522 0.03
H 0.3258 4.2509 1.2779 0.04
```

SMILES: CCCNC=O.O
Calculated total energy in a.u.: -364.238077
Max |F| in Eh/bohr: 0.0144
Gap between HOMO and LUMO in eV: 9.91
ΔE to the lowest compared entry with this formula, charge and spin in eV: 0.819